The following is a quantum chemistry calculation of C19H29BiIN3O6S3SbSi as an isolated structure at a distorted geometry, from the Open Molecules 2025 dataset.

CARTESIAN COORDINATES (ANGSTROEM)
H -3.582 -0.155 4.409
C 2.098 4.650 -1.489
H 3.362 -2.174 -5.137
C -1.980 1.346 4.283
C 1.390 0.566 2.626
H -2.782 2.011 3.960
H -0.828 1.923 2.463
O 2.301 1.342 2.936
N 1.233 -0.887 -2.186
C 0.685 1.994 -0.773
O 0.879 -4.325 -1.982
O -1.674 0.039 2.410
C 3.146 -2.011 -3.000
O 1.305 -0.057 1.508
H 0.981 1.690 -1.777
H -0.080 -3.261 -3.999
N -0.678 -4.469 -0.308
H 0.595 0.856 4.570
H -1.803 4.217 -0.745
H -0.195 -1.330 4.953
H -2.246 -1.807 3.163
S -3.487 -0.882 -3.365
N -1.314 -3.968 -2.471
H -0.210 4.222 1.766
C -1.754 -0.897 3.489
H -0.930 5.702 -1.170
Si 0.655 3.856 -0.540
H -1.471 1.794 5.137
C 0.425 -2.206 3.131
C -0.926 4.612 -1.260
H 1.418 3.554 1.813
C -2.505 -0.084 4.562
Sb -3.676 -0.087 -1.211
H 1.176 5.277 1.470
S -1.019 1.343 -0.466
I 4.939 -3.037 -2.602
C 0.856 -0.667 -3.445
H -1.824 -3.068 -4.263
Bi -0.418 -1.065 0.102
C 0.255 0.383 3.651
S -2.760 -1.965 0.098
C -0.286 -1.061 3.901
C -0.291 -4.222 -1.608
H -1.569 -4.093 -0.012
H 1.246 -0.900 -5.541
H -0.080 -0.126 -3.561
H 1.357 1.520 -0.054
C 0.776 4.274 1.298
H -1.050 -4.672 -4.431
O 1.348 -2.768 3.718
H 0.043 -4.336 0.390
C 2.771 -1.794 -4.316
C -1.053 -3.729 -3.873
H 2.022 4.428 -2.556
H -2.269 -0.438 5.566
H 2.628 -1.706 -0.920
C 2.365 -1.553 -1.962
H -1.030 4.357 -2.317
H 3.060 4.276 -1.134
C -1.008 1.079 3.122
C 1.590 -1.097 -4.535
H 2.085 5.736 -1.366
H -2.182 -3.606 -2.096
O -0.032 -2.544 1.977

## Properties
- Multiplicity: 2
- Orbital gap (spin up / spin down): 3.8 / 5.6 eV
- LUMO energy (spin up / spin down): 3.54 / 3.54 eV
- Largest force on an atom: 1.27 eV Å⁻¹
- ΔE to the lowest compared entry with this formula, charge and spin: 14.0 kJ/mol
- Charge: -2
- Expectation value of S²: 0.755
- HOMO level (spin up / spin down): -0.3 / -2.0 eV

The following is a quantum chemistry calculation of a 2-piece molecular cluster, C4H10O2 overall at a distorted geometry, from the Open Molecules 2025 dataset.

CARTESIAN COORDINATES (ANGSTROEM)
H -1.843 2.924 -0.044
C 2.338 -1.438 -0.168
H -2.145 1.298 1.163
H -0.486 1.899 0.936
H 1.068 -2.805 0.864
H -0.445 1.304 -1.568
O 0.859 -0.831 1.679
H 2.967 -2.173 -0.500
C 1.366 -1.787 0.742
C -1.540 1.851 0.381
H -0.309 -0.975 -1.120
C -1.259 0.950 -0.902
H 2.345 -0.402 -0.610
H 0.219 -0.306 1.082
O -0.871 -0.406 -0.500
H -2.263 0.897 -1.436

## Properties
- Orbital gap: 10.0 eV
- LUMO energy: 0.79 eV
- SMILES string: C=CO.CCO
- Largest force on an atom: 4.48 eV Å⁻¹
- ΔE to the lowest compared entry with this formula, charge and spin: 310.8 kJ/mol
- HOMO level: -9.2 eV

The highest ΔE to the lowest compared entry with this formula, charge and spin belongs to which entry?
C4H10O2